1.
Below is a structure of composition C27H30N10O2RuS2SeSi in a non-equilibrium geometry, with properties calculated with ωB97M-V with the def2-TZVPD basis set.

Geometry as XYZ:
```
74
Properties=species:S:1:pos:R:3
Ru 0.49717 -0.50365 0.20896
C 0.76332 -2.27343 3.25819
C 0.81926 -3.07854 2.01842
N 1.08700 -2.59277 0.84383
C 1.23913 -3.56101 -0.11325
C 1.03734 -4.82759 0.34860
S 0.67530 -4.80601 2.02670
C 1.63165 -3.14275 -1.44092
C 1.91405 -3.92543 -2.52377
S 2.30220 -2.95340 -3.88203
C 2.07662 -1.52852 -2.89438
N 1.74923 -1.80189 -1.67708
C 2.18077 -0.15934 -3.44244
H 0.84020 -1.21029 3.01552
H 1.60304 -2.54383 3.89897
H -0.15938 -2.45595 3.80698
H 1.08958 -5.74966 -0.19154
H 1.90781 -4.99247 -2.59792
H 2.46398 -0.18714 -4.49098
H 2.91761 0.41570 -2.88217
H 1.22018 0.34803 -3.32329
O -0.63605 0.75513 1.96311
N -1.63153 0.30911 2.59514
N -2.02761 -0.88113 2.33486
O -1.46966 -1.62336 1.44053
C -3.09869 -1.40130 3.09905
C -3.61005 -2.65591 2.78393
C -4.65942 -3.16824 3.52471
C -5.18501 -2.44438 4.58295
C -4.65960 -1.20170 4.90281
C -3.61985 -0.67185 4.16484
H -3.18461 -3.20690 1.95833
H -5.06640 -4.13521 3.27378
H -5.98482 -2.85784 5.17568
H -5.05853 -0.64196 5.73335
H -3.20227 0.29100 4.40323
N -5.01767 -1.40437 -3.38712
C -3.69213 -1.29781 -3.24336
N -2.92277 -1.24310 -4.34706
N -3.21723 -1.26836 -2.02623
C -2.02945 -1.15481 -1.60315
N -0.97655 -1.08445 -1.11013
H -5.46260 -1.48070 -4.28566
H -5.58359 -1.44884 -2.55738
H -3.33991 -1.18404 -5.26036
H -1.93419 -1.07120 -4.26985
C 2.31917 4.84257 -1.60856
Si 0.67892 3.99770 -2.08518
C -0.82621 5.03193 -1.54758
C 0.62321 3.68789 -3.97426
C 0.60367 2.33266 -1.24968
C 0.52324 1.24792 -0.69462
H 2.39361 5.82848 -2.05786
H 3.17306 4.26105 -1.94077
H 2.39784 4.95818 -0.53260
H -0.81624 6.00649 -2.02735
H -0.82887 5.19003 -0.47371
H -1.75970 4.54254 -1.80931
H 0.62841 4.63176 -4.51138
H -0.27566 3.15127 -4.26490
H 1.48136 3.11396 -4.31115
Se 3.68095 -1.26599 0.68614
N 2.30078 -0.04602 1.06347
C 2.88480 1.11031 1.46298
C 2.21562 2.28808 1.76798
C 2.94550 3.39744 2.19316
C 4.32049 3.33242 2.34154
C 5.01617 2.16712 2.04108
C 4.31629 1.05180 1.57784
N 4.89430 -0.09612 1.19556
H 1.14017 2.32631 1.68163
H 2.42593 4.31336 2.42566
H 4.86979 4.19147 2.69451
H 6.08753 2.10757 2.14496
```

Values from the calculation:
HOMO-LUMO gap (spin up / spin down) in eV: 6.29 / 5.96
HOMO (spin up / spin down) in eV: -9.96 / -9.93
Strongest force on any atom in eV Å⁻¹: 2.5
Charge: +1
Energy above the lowest of the compared OMol25 structures with the same formula, charge and spin in kcal/mol: 63.34
Spin multiplicity: 2


2.
Below is the molecule C27H30N2O7S, with properties calculated with ωB97M-V with the def2-TZVPD basis set.

Geometry as XYZ:
```
67
Properties=species:S:1:pos:R:3
C -1.17860 -2.30988 2.97525
O -0.40441 -2.43338 1.79145
C -0.79852 -1.72028 0.75682
O -1.69630 -0.90993 0.77551
C 0.10902 -1.96117 -0.45685
C -0.08358 -3.38633 -0.98016
C -1.52207 -3.69642 -1.37020
S -2.57541 -3.91534 0.11086
C -4.04112 -2.97083 -0.38480
N 1.46792 -1.75635 0.01038
C 1.68237 -0.31694 0.03022
C 3.13350 0.06367 -0.00178
C 3.95922 -0.35091 -1.02998
C 5.29719 0.00139 -1.09077
C 5.82698 0.80521 -0.09128
O 7.11829 1.22777 -0.02807
C 8.00544 0.83106 -1.04594
C 5.00854 1.23940 0.95160
C 3.67272 0.87756 1.01003
O 2.82717 1.25638 1.99990
C 3.29462 2.14622 2.98565
C 0.87760 0.23566 -1.19082
C 0.05305 1.45752 -0.84944
O 0.45862 2.52088 -0.46527
N -1.27727 1.14271 -1.07138
C -2.34984 2.03719 -0.82908
C -2.27285 3.35580 -1.25902
C -3.33499 4.21026 -1.01405
C -4.46383 3.75035 -0.36465
C -4.54577 2.42475 0.06417
C -5.78803 1.98377 0.75357
C -5.91812 0.50831 1.03599
O -6.65377 2.77275 1.06027
C -3.47230 1.56988 -0.16368
C -1.48026 -0.16289 -1.49252
O -2.52383 -0.60129 -1.90750
C -0.13173 -0.85402 -1.53466
H -1.36840 -1.25855 3.20017
H -0.60065 -2.77705 3.76784
H -2.13060 -2.82922 2.83943
H 0.56252 -3.53014 -1.85206
H 0.24174 -4.07486 -0.19731
H -1.96297 -2.88946 -1.95303
H -1.56284 -4.62629 -1.93863
H -4.70756 -2.95576 0.47150
H -4.52204 -3.46353 -1.22482
H -3.73616 -1.96304 -0.65033
H 2.13644 -2.20933 -0.60505
H 1.23770 0.07235 0.95176
H 3.55646 -0.96818 -1.82181
H 5.89955 -0.34940 -1.91252
H 7.68429 1.19997 -2.02524
H 8.96505 1.27772 -0.79085
H 8.11231 -0.25775 -1.08392
H 5.46297 1.86356 1.70251
H 2.43901 2.34393 3.62929
H 3.63873 3.08558 2.54363
H 4.10028 1.70166 3.57853
H 1.55831 0.48018 -2.00886
H -1.38928 3.70785 -1.76712
H -3.27872 5.23788 -1.33990
H -5.30308 4.40271 -0.17515
H -5.81419 -0.05866 0.11366
H -5.13753 0.19276 1.72481
H -6.89044 0.31090 1.48043
H -3.47702 0.55060 0.18099
H 0.00647 -1.28896 -2.52770
```

Values from the calculation:
HOMO-LUMO gap in eV: 8.96
HOMO in eV: -8.46
Strongest force on any atom in eV Å⁻¹: 0.7
Energy above the lowest of the compared OMol25 structures with the same formula, charge and spin in kcal/mol: 1.62


3.
Below is the molecule C27H30N4O4 in a non-equilibrium geometry, with properties calculated with ωB97M-V with the def2-TZVPD basis set.

Geometry as XYZ:
```
65
Properties=species:S:1:pos:R:3
C 0.67227 -5.99878 2.35811
C 0.58261 -4.56498 1.93745
C 1.66361 -3.71014 2.11992
C 1.58804 -2.39349 1.71267
C 0.43237 -1.91180 1.11264
N 0.37230 -0.53991 0.71542
C 0.71284 -0.14998 -0.52346
O 0.60076 0.99919 -0.93211
C 1.25590 -1.24704 -1.43178
N 1.83508 -0.65960 -2.60937
C 3.13228 -0.89305 -2.93466
O 3.81466 -1.74007 -2.38729
C 3.63017 -0.06767 -4.04377
C 4.85563 -0.07897 -4.65956
C 4.80466 0.91897 -5.65553
C 3.55786 1.46351 -5.57465
O 2.84069 0.87838 -4.60783
C -0.06019 0.40874 1.74023
C -1.52662 0.86385 1.52125
O -2.39886 0.53033 2.29975
N -1.69105 1.62579 0.43551
C -2.95183 2.18996 -0.00095
C -3.61909 3.10371 1.03244
C -5.05799 3.24473 0.52620
C -5.32257 2.00529 -0.35397
C -4.05123 1.15833 -0.27375
C 0.87367 1.58838 1.88468
C 0.40882 2.78205 2.42827
C 1.29403 3.83705 2.57649
N 2.56733 3.77656 2.22832
C 3.01183 2.63986 1.72390
C 2.21766 1.51925 1.53861
C -0.67041 -2.74454 0.92768
C -1.94489 -2.23020 0.33423
C -0.56820 -4.06489 1.34615
H -0.31446 -6.44926 2.42526
H 1.16806 -6.08639 3.32239
H 1.25699 -6.56182 1.63052
H 2.56701 -4.07733 2.58277
H 2.42739 -1.72997 1.85956
H 0.43942 -1.92959 -1.70097
H 2.03715 -1.82869 -0.93307
H 1.38956 0.18325 -2.94690
H 5.67322 -0.72521 -4.41700
H 5.58417 1.19358 -6.33574
H 3.08219 2.24697 -6.13161
H -0.06003 -0.14662 2.68746
H -0.87291 1.77453 -0.15010
H -2.74110 2.75542 -0.91356
H -3.60342 2.59799 1.99727
H -3.11070 4.06220 1.12817
H -5.16532 4.15579 -0.06304
H -5.75969 3.30383 1.35639
H -5.50557 2.30873 -1.38545
H -6.19233 1.44586 -0.01394
H -4.10108 0.47656 0.57431
H -3.87046 0.58274 -1.18086
H -0.62088 2.88472 2.73361
H 0.96685 4.78089 2.99236
H 4.06005 2.62398 1.45583
H 2.64649 0.62042 1.12303
H -2.52315 -1.71802 1.10346
H -1.75620 -1.51651 -0.46568
H -2.54573 -3.04820 -0.05460
H -1.41767 -4.71869 1.20888
```

Values from the calculation:
HOMO-LUMO gap in eV: 9.68
HOMO in eV: -9.04
Strongest force on any atom in eV Å⁻¹: 1.3
Energy above the lowest of the compared OMol25 structures with the same formula, charge and spin in kcal/mol: 29.12


4.
Below is the molecule C27H30N6O2 in a non-equilibrium geometry, with properties calculated with ωB97M-V with the def2-TZVPD basis set.

Geometry as XYZ:
```
65
Properties=species:S:1:pos:R:3
C -0.05951 4.19885 4.47334
C -1.00009 3.08393 4.91079
C -1.19422 1.97177 3.91411
C -2.05378 0.91841 4.26156
C -2.28792 -0.13409 3.41052
C -1.66155 -0.17019 2.16280
N -1.86793 -1.19708 1.28617
C -1.27495 -1.32983 0.05997
O -1.49086 -2.31646 -0.62980
C -0.37224 -0.24370 -0.31928
C 0.30148 -0.37861 -1.67987
C 1.77418 -0.54306 -1.47782
N 2.77035 0.21966 -1.86859
N 3.88633 -0.36733 -1.46075
N 3.64060 -1.44197 -0.84088
N 2.31382 -1.60976 -0.82465
C 1.70599 -2.69413 -0.11633
C 1.62221 -2.36008 1.39498
C 2.92190 -2.71208 2.12205
C 2.71119 -4.19192 2.45599
C 1.17865 -4.34700 2.46121
O 0.62025 -3.11114 2.03498
N -0.04112 0.67048 -2.60295
C 0.52690 1.99126 -2.44806
C 0.90462 2.53195 -3.82178
C -0.36664 2.69739 -4.63869
C -1.25245 1.48412 -4.52665
C -2.27140 1.32565 -5.45193
C -3.13440 0.24642 -5.40989
C -2.97521 -0.69020 -4.40575
C -1.97068 -0.55088 -3.46783
C -1.07872 0.52624 -3.51149
C -0.14868 0.78930 0.52409
C -0.79349 0.87295 1.79477
C -0.57395 1.93302 2.68510
H 0.00881 4.94851 5.25826
H -0.42614 4.68492 3.57226
H 0.94001 3.81341 4.28599
H -1.98154 3.51252 5.13582
H -0.62593 2.64512 5.84092
H -2.54147 0.94076 5.22541
H -2.95102 -0.93722 3.69603
H -2.45397 -1.97174 1.57485
H -0.04987 -1.32581 -2.11104
H 2.32207 -3.58238 -0.27061
H 0.70308 -2.87901 -0.50606
H 1.34828 -1.30516 1.50732
H 2.99972 -2.12022 3.03399
H 3.79672 -2.52815 1.50224
H 3.15798 -4.83041 1.69492
H 3.14456 -4.45648 3.41747
H 0.78086 -4.54832 3.45921
H 0.85320 -5.14865 1.78800
H -0.19746 2.66849 -1.96966
H 1.42132 1.92101 -1.83306
H 1.57527 1.81659 -4.29856
H 1.42944 3.48251 -3.72180
H -0.92080 3.57210 -4.27967
H -0.12667 2.87778 -5.68884
H -2.38298 2.07181 -6.22692
H -3.91885 0.14263 -6.14404
H -3.64279 -1.53680 -4.33871
H -1.91294 -1.29236 -2.68812
H 0.54510 1.57402 0.25819
H 0.09734 2.71858 2.37678
```

Values from the calculation:
HOMO-LUMO gap in eV: 7.32
HOMO in eV: -7.45
Strongest force on any atom in eV Å⁻¹: 1.5
Energy above the lowest of the compared OMol25 structures with the same formula, charge and spin in kcal/mol: 40.48


> Which formula does entry 4 have?

C27H30N6O2


> What is the energy above the lowest of the compared OMol25 structures with the same formula, charge and spin in the fourth record?

40.48 kcal/mol